190
Properties=species:S:1:pos:R:3:forces:R:3:lowdin_charge:R:1 method="wB97M-V/def2-TZVPD" energy_ev=-128030.0398 molar_mass_g_mol=1321.630 spin_multiplicity=1
C 24.59252 -29.47426 -13.61181 0.58 -1.15 0.47 -0.209
S 25.45177 -30.31602 -12.16973 1.22 1.46 0.25 0.860
O 26.29163 -29.19386 -11.51234 -1.45 -1.55 -0.59 -0.602
C 24.03830 -30.77603 -11.05203 1.02 1.53 -0.90 -0.249
H 24.86028 -28.41796 -13.63711 -0.47 -0.02 0.55 0.029
H 23.53808 -29.75037 -13.61519 -0.05 0.48 -0.03 0.039
H 25.06768 -29.91154 -14.48994 -0.10 -0.19 -0.03 0.035
H 24.45021 -31.15249 -10.11571 0.02 -0.35 -0.37 0.041
H 23.41043 -31.44976 -11.63509 -0.07 0.03 0.37 0.043
H 23.61329 -29.79376 -10.84562 -0.58 -0.23 0.09 0.028
C 21.68478 -29.38828 -7.63647 0.30 1.42 -0.42 -0.090
C 21.58408 -28.05547 -8.06508 0.56 -0.56 -0.07 -0.080
C 22.74497 -27.39927 -8.48315 -0.25 0.00 0.69 -0.105
C 24.00115 -28.01525 -8.45705 -0.32 0.10 -0.40 -0.080
C 24.11622 -29.34232 -8.06789 -0.94 0.84 0.49 -0.095
C 22.94797 -29.94669 -7.59874 0.26 -1.43 -0.06 -0.108
H 20.79596 -29.93028 -7.34902 0.09 -0.13 0.21 0.098
H 20.63001 -27.54977 -8.04476 -0.08 0.09 -0.17 0.089
H 22.66774 -26.35293 -8.73930 0.10 0.14 -0.21 0.087
H 24.86389 -27.44897 -8.77547 0.16 -0.03 -0.13 0.099
H 25.07217 -29.84458 -8.08509 -0.02 -0.07 0.13 0.110
H 23.00464 -30.95318 -7.21120 0.17 -0.26 -0.03 0.099
C 27.98525 -25.90605 -17.77113 -1.30 -0.57 0.38 -0.086
C 28.15549 -27.10820 -17.08378 -0.96 0.23 0.67 -0.081
C 27.03643 -27.76172 -16.50431 0.76 0.29 -0.56 -0.086
C 25.75161 -27.31836 -16.75164 -0.47 1.13 0.02 -0.098
C 25.55707 -26.12760 -17.45442 1.65 1.21 -1.06 -0.097
C 26.66529 -25.40544 -17.96197 1.11 -1.24 0.50 -0.071
H 28.87346 -25.38143 -18.09089 -0.12 0.17 -0.31 0.097
H 29.15406 -27.47568 -16.89881 0.03 -0.08 0.07 0.100
H 27.18400 -28.58658 -15.82297 0.12 -0.30 -0.19 0.095
H 24.85621 -27.76754 -16.34803 0.17 -0.48 0.12 0.072
H 24.61659 -25.64056 -17.66583 -0.49 -0.52 0.23 0.072
H 26.59384 -24.49614 -18.54031 -0.50 0.14 0.09 0.095
C 22.54302 -23.05572 -19.21220 0.21 0.68 -0.52 -0.082
C 21.22679 -23.09589 -19.61857 0.46 0.48 -1.43 -0.137
C 20.26089 -23.56374 -18.81331 -2.04 -0.65 2.06 -0.106
C 20.52027 -23.86625 -17.48048 1.35 0.56 0.08 -0.068
C 21.84704 -23.73320 -17.03107 -1.16 -0.94 -0.28 -0.073
C 22.85852 -23.37880 -17.91446 0.03 -0.38 0.85 -0.082
H 23.23609 -22.69079 -19.95575 0.52 -0.07 0.25 0.113
H 20.93377 -22.71822 -20.58703 0.21 -0.12 -0.28 0.107
H 19.22442 -23.67853 -19.09429 -0.07 0.25 -0.53 0.109
H 19.71068 -24.09049 -16.80174 0.02 -0.30 0.04 0.084
H 22.08903 -24.09212 -16.04162 0.08 0.43 0.21 0.073
H 23.84989 -23.39669 -17.48636 0.34 0.25 -0.43 0.099
C 21.85175 -26.90369 -12.90176 0.07 0.78 -0.46 -0.106
C 21.87328 -26.65099 -14.27030 1.58 0.06 0.09 -0.071
C 23.05936 -26.15420 -14.85237 -0.06 0.03 1.23 -0.074
C 24.15480 -25.76217 -14.01173 -0.71 -0.68 -0.48 -0.081
C 24.13484 -26.03737 -12.65305 -2.40 -0.16 1.07 -0.073
C 22.93062 -26.55556 -12.09058 0.09 -0.83 -0.88 -0.061
H 20.92712 -27.35122 -12.56833 0.08 0.11 0.84 0.061
H 20.97877 -26.92284 -14.81099 0.16 0.04 -0.59 0.090
H 23.13631 -26.13715 -15.92949 0.05 0.38 -0.03 0.070
H 25.03412 -25.28771 -14.42170 0.09 -0.16 -0.36 0.093
H 24.88695 -25.84396 -11.90250 0.61 0.28 -0.49 0.101
H 22.81960 -26.84808 -11.05689 0.47 0.29 0.25 0.071
C 21.13811 -20.01431 -13.53515 -0.27 -1.03 -0.07 -0.090
C 21.56571 -21.33713 -13.64700 1.97 0.94 0.01 -0.078
C 22.92462 -21.53171 -14.01595 -0.62 0.72 0.27 -0.080
C 23.76456 -20.43014 -14.23523 -0.22 -0.30 -0.61 -0.086
C 23.28720 -19.10976 -14.16470 1.23 -1.79 -0.39 -0.098
C 21.99340 -18.95097 -13.82700 -1.64 1.01 0.67 -0.118
H 20.10697 -19.89619 -13.23647 -0.06 0.57 0.03 0.094
H 20.96453 -22.18250 -13.34647 -0.24 0.02 -0.24 0.081
H 23.29325 -22.54169 -14.11818 0.21 -0.08 -0.01 0.084
H 24.77670 -20.57928 -14.58127 0.22 -0.17 0.14 0.082
H 23.91755 -18.27125 -14.42151 0.09 -0.01 0.11 0.111
H 21.67239 -17.92269 -13.74958 -0.59 0.02 0.05 0.102
C 19.48778 -30.99462 -13.68028 -0.61 -0.74 0.46 -0.089
C 19.29383 -32.22515 -13.02487 -0.48 1.10 -2.03 -0.095
C 19.88765 -32.42888 -11.83322 0.64 -0.22 2.15 -0.104
C 20.62649 -31.42408 -11.20398 0.38 0.51 -0.54 -0.080
C 20.84294 -30.20427 -11.85642 -0.37 -0.81 0.69 -0.097
C 20.23520 -30.00663 -13.07515 0.30 0.38 -0.86 -0.108
H 18.94393 -30.85091 -14.60222 0.21 0.28 -0.22 0.100
H 18.66530 -32.94146 -13.53304 0.06 -0.33 0.22 0.107
H 19.78351 -33.34693 -11.27398 -0.16 -0.26 -0.17 0.106
H 21.07403 -31.63058 -10.24301 0.06 0.08 0.12 0.100
H 21.43123 -29.39836 -11.44310 0.04 -0.08 0.27 0.091
H 20.42198 -29.06208 -13.56437 -0.21 0.04 -0.25 0.080
O 27.80230 -22.15821 -10.33712 -2.97 2.62 0.03 0.068
C 26.74776 -21.48618 -10.35656 2.64 -3.18 1.30 -0.399
O 26.42350 -20.59062 -9.35892 1.76 -1.18 -0.63 0.015
C 25.24480 -19.90613 -9.67118 -0.01 1.08 0.52 -0.207
C 24.54900 -20.67446 -10.73957 -0.37 -0.39 -1.45 -0.130
C 25.57507 -21.74309 -11.25962 -0.86 1.34 0.44 -0.041
H 25.50747 -18.90483 -10.01251 0.08 0.12 0.04 0.127
H 24.67230 -19.78609 -8.75143 -0.06 -0.10 0.02 0.121
H 24.32215 -19.96613 -11.53638 -0.50 -0.32 -0.06 0.099
H 23.63580 -21.10093 -10.32452 -0.02 -0.23 -0.45 0.107
H 25.89814 -21.62626 -12.29406 -0.18 0.19 0.00 0.108
H 25.15377 -22.74130 -11.14046 0.51 -0.07 0.17 0.113
O 27.33656 -20.37031 -15.05151 -0.43 -0.75 -0.30 0.096
C 27.98306 -21.36946 -14.82665 0.19 2.36 -1.99 -0.514
O 28.26143 -21.69966 -13.60374 0.07 0.43 2.66 0.045
C 29.26386 -22.68410 -13.52879 0.24 -1.87 -0.76 -0.140
C 29.91691 -22.69405 -14.90110 0.73 -0.93 -0.32 -0.141
C 28.76068 -22.23823 -15.78127 0.55 -0.39 0.09 -0.054
H 28.70278 -23.61778 -13.48962 0.16 -0.38 0.51 0.110
H 29.94110 -22.64548 -12.67559 -0.40 0.67 0.03 0.140
H 30.19698 -23.71057 -15.17741 -0.03 -0.16 0.17 0.106
H 30.86295 -22.16545 -15.01815 -0.33 0.68 0.23 0.122
H 28.17349 -23.13686 -15.97043 -0.26 0.04 -0.39 0.120
H 29.11674 -21.78949 -16.70861 -0.61 0.20 0.13 0.133
O 17.43604 -26.64685 -16.04158 0.43 2.15 2.58 0.067
C 17.62010 -25.98974 -14.99895 0.73 -2.38 -2.56 -0.418
O 18.10552 -24.72633 -14.99338 -1.03 -0.33 -1.10 0.010
C 18.08734 -24.15769 -13.67051 1.58 0.53 -0.49 -0.134
C 17.33133 -25.15256 -12.88166 -0.43 -1.13 2.07 -0.162
C 17.52111 -26.48077 -13.57894 -1.52 0.54 -0.36 -0.078
H 17.71534 -23.13360 -13.70162 -0.47 -0.24 -0.16 0.134
H 19.15282 -24.05064 -13.46705 0.06 -0.20 0.71 0.118
H 16.26348 -24.93620 -12.85027 0.05 0.28 -0.04 0.132
H 17.63894 -25.44240 -11.87694 0.22 1.23 0.38 0.094
H 16.58563 -27.00231 -13.37652 0.21 -0.60 -0.55 0.130
H 18.33781 -27.07334 -13.16666 0.26 0.18 -0.53 0.103
O 16.72348 -22.39369 -8.16024 2.52 -1.00 -0.44 0.076
C 17.84986 -22.86630 -8.36029 -4.46 -0.33 -0.22 -0.491
O 18.93960 -22.18662 -8.17336 2.08 0.86 0.29 0.058
C 20.12155 -23.02165 -8.35289 -0.07 -0.10 0.15 -0.119
C 19.63766 -24.17118 -9.19692 0.17 -0.64 -1.18 -0.172
C 18.16859 -24.28075 -8.84157 0.80 0.03 0.18 -0.064
H 20.42876 -23.37657 -7.36914 0.07 0.17 0.13 0.125
H 20.92205 -22.43604 -8.80495 -0.22 0.12 0.09 0.123
H 20.14807 -25.12943 -9.10029 0.24 0.15 0.50 0.105
H 19.73228 -23.98013 -10.26587 0.05 0.47 -0.08 0.112
H 18.11879 -24.96145 -7.99171 -0.63 -0.06 0.01 0.131
H 17.62133 -24.65505 -9.70673 -0.50 0.23 0.51 0.110
O 22.92880 -29.39009 -17.11140 -2.82 1.90 -1.06 0.076
C 21.79561 -28.93667 -17.34671 3.21 -0.26 1.22 -0.402
O 21.50196 -27.57921 -17.43325 1.79 -0.73 1.23 -0.015
C 20.10675 -27.38217 -17.64963 0.03 -1.79 -2.70 -0.169
C 19.47948 -28.67537 -17.20742 -1.25 0.43 0.42 -0.170
C 20.55254 -29.73611 -17.31931 -1.34 -0.24 0.79 -0.072
H 20.11522 -27.48484 -18.73475 -0.79 1.01 -0.44 0.119
H 19.57721 -26.48342 -17.33350 0.92 0.03 0.40 0.108
H 18.62776 -28.86645 -17.86023 -0.25 -0.06 0.46 0.127
H 19.16362 -28.47583 -16.18345 -0.33 -0.68 0.10 0.094
H 20.34638 -30.49927 -18.06976 0.55 0.42 -0.48 0.136
H 20.56053 -30.31453 -16.39547 0.35 -0.06 0.07 0.110
O 26.64374 -25.18681 -9.27051 -1.65 0.57 0.54 0.117
C 25.89786 -24.64101 -8.49306 1.61 -0.06 -0.29 -0.412
O 24.82499 -23.83190 -8.86107 1.32 -1.33 -1.17 0.008
C 24.32297 -23.20341 -7.73894 -1.54 0.91 1.27 -0.216
C 25.32842 -23.34417 -6.65352 0.81 1.30 1.61 -0.182
C 26.05169 -24.58604 -6.95899 -0.35 -1.09 -1.60 -0.071
H 23.38912 -23.65590 -7.40535 -0.30 -0.27 -0.29 0.120
H 24.11259 -22.14724 -7.90733 0.02 -0.03 -0.48 0.121
H 24.88352 -23.42261 -5.66155 -0.08 0.50 -0.04 0.127
H 26.03267 -22.51340 -6.69750 -0.09 0.21 0.21 0.130
H 25.42530 -25.39594 -6.58509 0.48 -0.56 0.16 0.129
H 27.10097 -24.64368 -6.66951 -0.29 -0.20 -0.01 0.139
O 24.38393 -24.74841 -23.19488 -1.17 -0.37 1.49 0.094
C 23.75230 -25.26469 -22.28303 1.24 1.42 -2.78 -0.465
O 24.39217 -25.94897 -21.32586 0.69 1.05 -1.07 0.039
C 23.52701 -26.89331 -20.80780 0.88 -1.40 2.06 -0.207
C 22.16338 -26.37706 -20.93733 -3.24 1.18 -1.31 -0.139
C 22.24014 -25.32195 -22.12464 0.48 -0.99 1.20 -0.028
H 23.89149 -27.00290 -19.78641 -0.46 -0.49 0.19 0.122
H 23.64399 -27.84400 -21.32799 0.14 -0.07 -0.11 0.136
H 21.67398 -25.91796 -20.07836 0.69 0.18 0.33 0.092
H 21.44540 -27.14943 -21.21311 0.15 -0.27 -0.09 0.110
H 21.80962 -24.35345 -21.87019 0.34 -0.04 0.16 0.091
H 21.74245 -25.61567 -23.04883 0.31 -0.26 0.01 0.122
O 18.85564 -27.54335 -11.01189 -0.86 -0.68 0.47 0.077
C 18.07120 -28.32996 -10.51188 0.80 0.03 -1.32 -0.477
O 17.67675 -28.21798 -9.26437 0.45 1.43 2.67 0.042
C 16.80020 -29.23138 -8.79854 -1.29 -1.59 -1.99 -0.139
C 17.01485 -30.33605 -9.81275 0.90 -1.12 -0.85 -0.151
C 17.39621 -29.54137 -11.07641 -0.40 -0.99 -0.35 -0.056
H 15.77406 -28.95448 -9.04029 -0.16 0.74 0.94 0.131
H 16.92806 -29.65235 -7.80127 0.35 1.09 0.14 0.137
H 16.18969 -31.02484 -9.99380 -0.34 0.39 0.19 0.121
H 17.81612 -31.00365 -9.49596 0.40 0.16 -0.11 0.108
H 16.47213 -29.27407 -11.58899 -0.16 0.51 0.03 0.133
H 17.95023 -30.07668 -11.84751 0.33 0.08 0.39 0.096
O 31.75811 -26.04712 -13.79996 -2.77 0.67 1.08 0.072
C 30.60358 -26.04509 -13.35030 3.08 -1.47 -0.37 -0.456
O 29.56856 -26.32369 -14.14982 -0.38 -0.38 -0.88 0.017
C 28.32542 -26.44053 -13.47059 -0.81 0.64 1.50 -0.151
C 28.66173 -26.25472 -11.96121 -0.98 1.31 -0.29 -0.134
C 30.16335 -26.03912 -11.89545 -0.19 -0.23 0.24 -0.068
H 27.68761 -27.31663 -13.58790 1.11 -0.84 -0.59 0.106
H 27.64584 -25.68446 -13.86383 0.25 0.55 0.07 0.103
H 28.21539 -27.01445 -11.31958 0.36 -0.17 -0.19 0.107
H 28.21520 -25.30868 -11.65507 -0.30 -0.09 0.19 0.094
H 30.63936 -26.83646 -11.32469 0.36 -0.09 -0.42 0.127
H 30.42020 -25.12230 -11.36482 0.10 0.09 -0.29 0.122